C30H27Cl5N3PRuS2Te | wB97M-V/def2-TZVPD

```
70
Properties=species:S:1:pos:R:3
Te -1.0079 2.2905 0.5382
Ru 0.8173 0.4092 -0.3418
Cl -2.4954 0.5420 -1.8279
Cl 2.6680 1.9962 -2.1280
Cl -3.0774 2.0439 -4.4604
Cl 2.1010 3.4966 -4.8096
Cl -0.8012 3.5327 -5.9720
S 2.3992 -1.1296 0.6058
S 1.6805 1.7856 1.4171
P 0.3292 -1.5030 -1.6068
N 2.0945 -2.5670 -3.5669
N -0.2720 -2.9060 -3.9174
N 0.8776 -4.1471 -2.1858
C -1.4828 2.0415 -3.8210
C -2.2842 -1.5478 2.0816
C -0.7786 -1.8236 -3.0699
C -1.0403 3.4060 2.3258
C -2.1250 0.7747 1.4749
C -0.4692 2.7098 -4.5056
C 2.0486 0.5928 2.6902
C 1.0596 2.0223 -2.7938
C -1.5769 -0.4994 1.5110
C 0.9497 -2.6151 -4.5744
C -0.8900 3.6278 4.7026
C 2.1370 -3.8856 -2.7864
C 0.5531 -3.2599 -1.0642
C 2.6605 -1.6514 3.2998
C 1.8980 -1.4155 -2.6208
C -1.4527 4.7260 2.2123
C 2.3408 -0.7208 2.3207
C 0.8264 2.6982 -3.9859
C 2.6914 -1.2734 4.6340
C 2.4313 0.0421 4.9968
C -4.0807 -0.0269 2.5895
C -1.1901 1.3719 -2.6301
C -3.3728 1.0251 2.0284
C -1.3062 4.9514 4.5988
C -1.5868 5.5010 3.3606
C -3.5430 -1.3081 2.6116
C 2.1137 0.9765 4.0220
C -0.1719 -4.1710 -3.1974
C -0.7501 2.8520 3.5659
C 0.0853 1.3351 -2.0711
H 2.8848 -2.6711 3.0153
H -1.1248 -4.3821 -2.7151
H 1.2004 -3.3969 -5.2936
H 1.9265 2.0077 4.2933
H -1.8449 -2.5355 2.1312
H 0.0444 -4.9667 -3.9132
H -3.7938 2.0228 2.0308
H -1.6753 5.1604 1.2449
H -0.6763 3.2013 5.6739
H -1.4141 5.5534 5.4908
H 2.4749 0.3425 6.0343
H -1.7687 -2.1170 -2.7191
H -1.9110 6.5296 3.2814
H 0.9229 -1.6433 -5.0679
H 1.8877 -0.5023 -3.2172
H 2.9768 -2.4463 -4.0666
H 1.3242 -3.2780 -0.2966
H -4.1055 -2.1166 3.0580
H 2.3918 -4.6616 -3.5100
H -0.5693 -0.6536 1.1061
H 2.7627 -1.3895 -1.9562
H -0.4364 1.8189 3.6422
H 2.9238 -2.0104 5.3905
H -5.0591 0.1547 3.0134
H -0.9041 -0.9085 -3.6484
H -0.3713 -3.6267 -0.6108
H 2.9260 -3.7851 -2.0412
```

Values from the calculation:
Calculated total energy   -139458.10272 eV
Relative energy (zero: lowest compared OMol25 entry of this formula, charge and spin)   2.691 eV
LUMO level (alpha / beta)   -0.12536 / -0.11734 Ha
Multiplicity   2
Total charge   +1


C23H23ClN2OPPm | wB97M-V/def2-TZVPD

```
52
Properties=species:S:1:pos:R:3
Pm 0.9248 -1.1080 1.3725
Cl -0.3663 -0.0280 3.3095
P -0.3632 0.5792 -0.5259
O 1.0874 -2.8821 -1.9617
N 1.2499 -3.2224 2.2238
N 2.1999 -4.9718 3.1432
C -2.8624 0.0411 0.6111
C -4.5586 1.6922 1.1377
C 3.0522 -4.3827 0.9037
C -4.1265 0.3608 1.1047
C 2.2187 4.4617 -0.4696
C 0.6712 -3.4197 3.5029
C 1.5121 2.3736 0.5608
C -0.6441 0.2714 -2.2925
C 1.3545 4.2196 -1.5455
C -2.0857 -0.0260 -4.2244
C 0.3129 -0.2484 -4.4667
C -1.9308 0.2369 -2.8586
C -0.9697 -0.2662 -5.0348
C 1.2630 -4.5077 4.0685
C 2.2949 3.5295 0.5709
C 0.4746 0.0052 -3.1044
C -2.4160 2.3982 0.2229
C -2.0031 1.0621 0.1517
C 0.6446 2.1249 -0.5283
C 0.5763 3.0546 -1.5778
C 0.9847 -2.3613 -0.9339
C 2.1675 -4.1865 2.0580
C -3.6969 2.7024 0.6981
H 2.8312 5.3671 -0.4511
H 2.2520 1.9655 4.2031
H -0.0860 2.8715 -2.4282
H 1.4803 0.0051 -2.6774
H 1.0934 -4.9696 5.0202
H -2.5312 -1.0036 0.5906
H 2.8671 -3.5689 0.1912
H -4.0122 3.7440 0.7415
H -0.0981 -2.7660 3.9207
H 2.9831 3.7054 1.4016
H 4.0918 -4.3651 1.2593
H 1.5733 1.6873 1.4233
H -3.0901 -0.0709 -4.6557
H -4.7823 -0.4289 1.4747
H 1.1848 -0.4575 -5.0929
H 1.2931 4.9353 -2.3660
H 2.7946 -5.7694 3.2907
H 2.8305 -5.3650 0.4619
H -5.5491 1.9465 1.5219
H -1.7384 3.1925 -0.0987
H -2.8117 0.4132 -2.2394
H -1.1001 -0.4934 -6.0999
H 1.5583 1.9225 4.4926
```

Values from the calculation:
Calculated total energy   -67604.31130 eV
LUMO level (alpha / beta)   -0.28405 / -0.27937 Ha
Multiplicity   5
Total charge   +2


CH3N4O | wB97M-V/def2-TZVPD

```
9
Properties=species:S:1:pos:R:3
O 1.8780 0.2973 -1.4694
N 0.8502 -0.8741 0.0575
N 1.8270 -0.8982 -0.7301
N 0.8054 0.9095 -1.1758
N -1.0462 0.6360 0.2113
C 0.1391 0.2613 -0.2133
H -1.2702 0.1523 1.0473
H 2.5713 -1.4989 -1.0590
H -1.2038 1.5880 -0.0789
```

Values from the calculation:
Calculated total energy   -9081.89961 eV
SMILES   Nc1n[nH+]on1
Relative energy (zero: lowest compared OMol25 entry of this formula, charge and spin)   2.157 eV
LUMO level (alpha / beta)   -0.24452 / -0.24452 Ha
Total charge   +1


C24H56F5N6O6 | wB97M-V/def2-TZVPD

```
97
Properties=species:S:1:pos:R:3
F 2.0591 -0.0829 -6.4601
F 0.0602 1.2598 -4.9858
F 3.5301 0.1198 -4.7036
F 2.6683 1.9323 -5.7160
F 1.5715 1.6961 -3.3140
O -4.8965 -3.4691 4.7568
O -2.5412 -1.8236 8.0048
O 4.9830 5.5538 -7.0499
O -4.4825 -2.2643 0.4104
O 0.4436 1.1501 9.6735
O 6.7609 3.6405 -10.7485
N -1.6292 -1.3377 -4.2809
N -3.2540 -1.5277 -2.4059
N -0.4835 -1.6104 10.3546
N 6.3494 2.8693 -7.8890
N 0.3600 -0.5272 -2.1485
N -5.8287 -1.2108 3.0343
C -3.9716 -3.2454 1.3024
C -2.1479 -0.4747 7.8026
C 5.3161 5.9082 -8.3839
C 5.4885 3.1476 -6.7383
C 6.5194 2.3126 -10.2862
C -1.0739 -2.8047 9.7478
C -6.1373 -0.8827 1.6421
C 4.4324 4.2515 -6.9022
C 1.2555 0.1366 10.2669
C -6.6573 -2.2862 3.5814
C -1.4667 -2.7204 8.2665
C -0.3801 1.8258 10.6110
C 0.8149 -1.2449 9.7882
C -5.8657 -1.9643 0.5875
C 1.1412 0.7363 -4.2745
C -3.7769 -2.7900 5.3081
C 5.6292 2.3361 -9.0455
C 8.1141 4.0441 -10.6071
C 2.3793 0.6141 -5.3043
C -6.1230 -2.7604 4.9306
C -1.9676 -0.9905 -2.8770
C -0.1720 -1.5673 -4.4896
C -0.8078 -1.4587 -1.8648
C 0.7939 -0.6758 -3.5783
H -6.4458 -2.8764 0.7568
H 8.2303 5.0142 -11.0928
H -6.6790 -3.1510 2.9090
H -1.1270 -0.8372 10.2256
H 4.7484 2.9444 -9.2788
H 6.1515 3.4357 -5.9165
H 8.3816 4.1523 -9.5521
H -2.8758 -0.0088 7.1338
H -5.5326 -0.0059 1.3881
H -2.9113 -3.4519 5.2400
H 5.2190 6.9918 -8.4779
H -4.7241 -3.9842 1.5860
H -4.8546 -1.4883 3.0874
H -0.3916 -3.6488 9.8916
H -4.0376 -1.2736 -3.0181
H 3.7126 4.0355 -7.6991
H -3.5527 -2.7697 2.1906
H -1.8318 -3.7108 7.9747
H 4.6561 5.4393 -9.1180
H -0.5295 -2.5523 -1.9484
H -3.5585 -1.8771 4.7444
H 1.7996 -1.2291 -3.5488
H 3.8511 4.2808 -5.9748
H 1.5600 -1.9856 10.0928
H 0.1420 -2.6675 -4.4282
H 7.4498 1.7641 -10.1017
H 1.2599 0.1992 11.3606
H -1.2297 -1.2993 -0.8128
H 5.2965 1.3177 -8.8221
H 5.9847 1.7928 -11.0869
H -3.9450 -2.5480 6.3589
H 4.9961 2.2196 -6.4320
H -1.9982 0.1628 -2.8228
H 0.0485 -1.2617 -5.5748
H 6.3573 5.6581 -8.5945
H -0.8687 2.6549 10.0964
H -0.6132 -2.5116 7.6127
H -7.1844 -0.5707 1.5757
H -3.4955 -1.1736 -1.4703
H -1.9772 -3.0309 10.3223
H -6.0225 -1.9289 5.6369
H -6.2069 -1.5672 -0.3745
H -7.6807 -1.9213 3.7076
H -2.0762 -2.2627 -4.4312
H -0.0065 0.4210 -1.9199
H -3.1532 -3.7652 0.7980
H 0.7775 -1.2219 8.6933
H -6.8387 -3.4691 5.3573
H 6.8089 3.7324 -8.1582
H -2.1782 0.0749 8.7445
H -1.1586 -0.3919 7.3453
H -1.1536 1.1595 11.0034
H 1.1181 -0.6982 -1.4600
H 8.7873 3.3311 -11.0913
H 0.2154 2.2311 11.4337
H 2.2794 0.3124 9.9236
```

Values from the calculation:
Calculated total energy   -60597.13148 eV
LUMO level   -0.12727 Ha
Total charge   +1


C13H8BF7FeNO2S | wB97M-V/def2-TZVPD

```
34
Properties=species:S:1:pos:R:3
Fe -0.5579 0.7925 -1.0382
S 1.5240 0.6481 -1.7306
F 0.3884 0.0088 5.8552
F -1.6010 4.7820 -0.9148
F -3.1947 3.4432 0.0422
F -1.7731 0.1065 5.7691
F -1.4655 2.4430 -1.2026
F -3.1659 3.7373 -2.2373
F -0.6106 1.9300 5.8357
O -1.4665 -2.8845 -2.2484
O -1.1865 -0.7952 -1.6047
N -0.5557 0.8059 1.0788
C 1.6674 -0.9702 -2.4759
C 0.3721 0.1146 1.7486
C 2.3213 -3.3952 -3.7146
C -1.5674 1.4256 3.1375
C 0.3887 0.0436 3.1273
C 0.6937 -1.9720 -2.6044
C 2.9503 -1.2058 -2.9761
C 3.2785 -2.3996 -3.5888
C -0.6434 0.6857 5.3367
C -0.7442 -1.9300 -2.1448
C -0.5992 0.7138 3.8267
C -1.5150 1.4507 1.7574
C 1.0488 -3.1717 -3.2251
B -2.4866 3.7800 -1.0792
H 4.2816 -2.5470 -3.9666
H 0.2821 -3.9286 -3.3097
H 1.1237 -0.3812 1.1484
H 2.5622 -4.3357 -4.1907
H 1.1567 -0.5197 3.6353
H -2.3536 1.9570 3.6548
H 3.6955 -0.4274 -2.8784
H -2.2482 1.9954 1.1772
```

Values from the calculation:
Calculated total energy   -84124.96890 eV
LUMO level (alpha / beta)   -0.03910 / -0.09373 Ha
Multiplicity   6


C4H11NO2 | wB97M-V/def2-TZVPD

```
18
Properties=species:S:1:pos:R:3
O 4.4420 0.2036 0.4592
O -2.4811 -0.2520 0.1659
N -0.7396 0.2948 -1.1408
C -0.4339 0.3553 1.2645
C -1.3844 -0.1300 -2.3642
C 0.6364 -0.7558 1.4230
C -1.3376 0.1489 0.0782
H 4.6519 0.3810 1.3861
H -1.4164 -1.2074 -2.4652
H 0.9291 -0.7463 2.4710
H 0.2334 -1.7321 1.1788
H -2.4246 0.2042 -2.3996
H 3.7888 -0.4921 0.3904
H -0.8768 0.3257 -3.2166
H -1.0445 0.3645 2.1591
H 0.0945 1.3049 1.2051
H 1.5094 -0.5092 0.8190
H 0.1604 0.7288 -1.2484
```

Values from the calculation:
Calculated total energy   -9911.75512 eV
SMILES   CCC(=O)NC.O
Relative energy (zero: lowest compared OMol25 entry of this formula, charge and spin)   0.487 eV
LUMO level   0.02263 Ha


C18H25BNO4 | wB97M-V/def2-TZVPD

```
49
Properties=species:S:1:pos:R:3
O -0.5665 0.5984 0.1901
O 0.5149 0.7510 -2.6522
O -0.5646 -1.8244 0.5493
O 0.2781 0.7560 3.2049
N 1.5293 -0.4929 0.6699
C -2.2229 1.6906 -2.8297
C 1.8063 0.9513 0.3587
C 1.1089 1.4234 5.4068
C -3.9353 -0.4367 -3.5134
C -2.6958 -0.7105 -2.9635
C -4.3299 0.8923 -3.7284
C -0.5691 -1.2671 3.5629
C -0.4777 -0.0585 -2.3703
C 2.4685 -1.0335 1.6652
C -0.1389 -0.7490 4.8170
C 1.6164 0.4052 -3.5352
C 0.4016 0.4814 4.5527
C -3.4664 1.9391 -3.3771
C 0.4411 1.6149 0.2157
C 0.4770 -2.4429 -0.2243
C -0.2555 -0.3530 2.5781
C -1.8130 0.3464 -2.6239
C 1.5851 -1.4374 -0.4905
B -0.1432 -0.5247 0.9730
H -5.2897 1.0876 -4.2016
H 0.0204 -2.8191 -1.1493
H 0.2591 2.2573 1.0838
H -1.0610 -2.2248 3.4248
H 0.8994 -3.3058 0.3198
H 2.1840 1.4607 5.1740
H -3.7931 2.9593 -3.5821
H 2.6425 -0.3037 2.4584
H 2.1421 1.3477 -3.6790
H -4.5927 -1.2599 -3.8082
H 2.3503 1.3968 1.1934
H -1.5420 2.4922 -2.5453
H 2.5624 -1.9182 -0.5998
H 1.2673 0.0116 -4.4959
H 1.0144 1.0748 6.4377
H -0.2924 -1.1346 -2.3319
H 2.3033 -0.3068 -3.0676
H 0.7008 2.4385 5.3407
H 0.3668 2.2125 -0.6897
H -0.1681 -1.2362 5.7858
H 2.4078 1.0545 -0.5609
H -2.3253 -1.7232 -2.7808
H 2.0614 -1.9638 2.0781
H 1.4081 -0.8778 -1.4098
H 3.4257 -1.2388 1.1694
```

Values from the calculation:
Calculated total energy   -29421.37859 eV
Relative energy (zero: lowest compared OMol25 entry of this formula, charge and spin)   0.000 eV
LUMO level   -0.18845 Ha
Total charge   +1


F2HISi | wB97M-V/def2-TZVPD

```
5
Properties=species:S:1:pos:R:3
I -3.4421 0.3452 -0.0004
Si -1.3017 -0.8150 0.0120
F -1.1008 -1.6102 -1.3491
F -0.9893 -1.7522 1.2655
H -0.0678 0.2871 0.2869
```

Values from the calculation:
Calculated total energy   -21433.47693 eV
SMILES   F[SiH](F)I
Relative energy (zero: lowest compared OMol25 entry of this formula, charge and spin)   0.221 eV
LUMO level   0.00898 Ha


- The highest calculated total energy belongs to which entry?
  CH3N4O


- Which of these has the highest calculated total energy?
  CH3N4O


Copy entry 6 word for word.
C4H11NO2 | wB97M-V/def2-TZVPD

```
18
Properties=species:S:1:pos:R:3
O 4.4420 0.2036 0.4592
O -2.4811 -0.2520 0.1659
N -0.7396 0.2948 -1.1408
C -0.4339 0.3553 1.2645
C -1.3844 -0.1300 -2.3642
C 0.6364 -0.7558 1.4230
C -1.3376 0.1489 0.0782
H 4.6519 0.3810 1.3861
H -1.4164 -1.2074 -2.4652
H 0.9291 -0.7463 2.4710
H 0.2334 -1.7321 1.1788
H -2.4246 0.2042 -2.3996
H 3.7888 -0.4921 0.3904
H -0.8768 0.3257 -3.2166
H -1.0445 0.3645 2.1591
H 0.0945 1.3049 1.2051
H 1.5094 -0.5092 0.8190
H 0.1604 0.7288 -1.2484
```

Values from the calculation:
Calculated total energy   -9911.75512 eV
SMILES   CCC(=O)NC.O
Relative energy (zero: lowest compared OMol25 entry of this formula, charge and spin)   0.487 eV
LUMO level   0.02263 Ha